DFT (ωB97M-V/def2-TZVPD) results for a 2-piece molecular cluster, C4H13N2S overall.

Values from the calculation:
LUMO energy (eV): -8.63
Frontier orbital gap (eV): 4.54
HOMO (eV): -13.17
Relative energy (zero: lowest compared OMol25 entry of this formula, charge and spin) (kJ/mol): 702.5
E (hartree): -667.4122

```
! RIJCOSX wB97M-V def2-TZVPD def2/J DEFGRID3
* xyz 1 1
S 3.310 2.339 1.964
N 0.711 0.077 -0.209
N -1.643 -0.031 -1.565
C 1.614 1.091 0.045
C -2.090 -1.634 0.108
C 2.029 1.054 1.554
C -2.649 -0.994 -1.168
H 4.437 1.913 1.366
H -1.562 -0.031 -2.589
H 1.261 1.461 2.272
H -1.362 -2.465 -0.075
H -1.711 -0.858 0.881
H 2.629 0.896 -0.391
H 1.453 2.218 -0.141
H -0.700 -0.183 -1.137
H -2.916 -2.131 0.619
H 2.376 0.118 1.898
H -2.753 -1.798 -1.960
H 1.131 -0.775 -0.533
H -3.568 -0.267 -0.940
*
```